[1]
C6H12N2O | ωB97M-V/def2-TZVPD

Computed properties:
* HOMO level: -8.9 eV
* ΔE to the lowest compared entry with this formula, charge and spin: 1.978 eV
* E_tot: -420.51119 Eh
* Kohn-Sham gap: 9.3 eV
* net charge: 0

Last column: natural (NBO) charge in e.
Atoms and positions in Å:
H -1.744297 -1.432443 -2.010962  0.33
N -2.199116 -0.808103 -1.346757  -0.62
C -1.419244 0.010504 -0.772900  0.28
C -2.027244 0.952091 0.220326  -0.66
C 0.017174 0.071670 -1.032941  -0.38
C 0.954991 0.818590 -0.430536  0.37
C 2.399060 0.751506 -0.825469  -0.68
O 0.667284 1.669180 0.592960  -0.68
H -1.918750 1.975128 -0.121477  0.22
H -3.081142 0.712451 0.332184  0.23
H -1.522033 0.865672 1.181151  0.22
H 0.359784 -0.597839 -1.813106  0.21
H 2.724746 1.685501 -1.277689  0.22
H 2.567544 -0.053605 -1.530428  0.24
H 3.016720 0.564911 0.051833  0.22
H 1.465896 2.139086 0.852598  0.48
C 0.340186 -1.843821 1.483312  -0.05
N -0.792037 -2.373452 1.491114  -0.60
H 0.617450 -0.895943 1.997431  0.14
H 1.122516 -2.353198 0.962297  0.16
H -1.549489 -1.857887 1.997059  0.34

Cartesian forces (eV/Å) of the 3 atoms listed first:
0.281 0.115 0.068
-0.517 -0.273 -0.188
-0.127 0.104 0.142

[2]
C10H38N12O9 | ωB97M-V/def2-TZVPD

Computed properties:
* HOMO level: -9.4 eV
* ΔE to the lowest compared entry with this formula, charge and spin: 8.649 eV
* E_tot: -1737.95138 Eh
* Kohn-Sham gap: 9.5 eV
* net charge: 0

Last column: natural (NBO) charge in e.
Atoms and positions in Å:
N 2.590871 -2.326217 -0.209621  -0.84
C 1.643816 -3.189932 -0.116916  0.75
N 1.035424 -3.607933 -1.210559  -0.85
O 1.128601 -3.601864 1.129382  -0.77
H 3.048617 -1.966640 0.632438  0.45
H 2.955675 -1.931784 -1.091654  0.44
H 0.241488 -4.266003 -1.047648  0.44
H 1.528791 -3.607489 -2.140675  0.42
N 1.068787 0.136888 0.100153  -0.91
C 1.178157 0.203296 1.396903  0.77
N 0.326867 1.015874 1.929064  -0.89
O 2.137479 -0.446946 2.137390  -0.73
H 1.522252 -0.734956 -0.181850  0.44
H 0.240296 0.478362 -0.416451  0.43
H 0.454938 1.161801 2.942986  0.42
H -0.587949 1.228242 1.472399  0.44
N -1.180393 -0.338264 -3.445109  -0.84
C -0.101506 -0.979996 -3.041800  0.75
N -0.367597 -1.613768 -1.934461  -0.85
O 1.075506 -1.041640 -3.838213  -0.81
H -1.235280 0.085350 -4.404630  0.42
H -2.122922 -0.536141 -3.067423  0.43
H 0.346163 -2.283086 -1.624267  0.41
H -1.272406 -1.580653 -1.396701  0.44
N -4.518031 0.550274 2.539945  -0.78
C -3.682843 1.511997 2.711805  0.74
N -2.621456 1.238207 3.313249  -0.82
O -3.848942 2.782899 2.261398  -0.77
H -5.279936 0.646529 1.830056  0.42
H -4.357179 -0.340715 2.816240  0.38
H -1.974747 1.989986 3.579282  0.40
H -2.310616 0.242103 3.491323  0.43
N -0.713296 1.459197 -1.348801  -0.92
C -1.784191 1.366504 -0.554726  0.77
N -1.687524 2.101991 0.480630  -0.86
O -2.861975 0.611023 -0.815730  -0.78
H -0.670762 0.829777 -2.208020  0.43
H 0.175042 2.038022 -1.191260  0.42
H -2.482041 2.293354 1.100738  0.46
H -0.814389 2.619926 0.487205  0.41
N 0.733723 3.432067 1.026250  -0.88
C 1.188160 3.834393 -0.133591  0.76
N 1.488965 2.745391 -0.760546  -0.89
O 1.147171 5.157487 -0.604109  -0.71
H 0.518991 4.159295 1.765154  0.42
H 0.730527 2.440578 1.435387  0.41
H 1.917999 2.919087 -1.702652  0.43
H 1.510071 1.803819 -0.294692  0.44
C 4.238630 0.950408 -3.505290  -0.65
C 3.308608 0.586274 -2.321529  -0.07
O 3.288772 -0.829579 -2.263075  -0.77
H 3.892912 0.492205 -4.448876  0.22
H 5.216147 0.493274 -3.348885  0.21
H 4.412610 1.976175 -3.820807  0.22
H 2.346045 0.933844 -2.663283  0.16
H 3.542623 0.955396 -1.329187  0.19
H 2.898509 -1.143727 -3.105692  0.52
C -0.387980 -1.570528 3.800265  -0.25
O -1.757184 -1.324258 3.987876  -0.76
H -0.096530 -2.508194 4.296682  0.19
H 0.292405 -0.774857 3.998975  0.19
H -0.321177 -1.622406 2.675276  0.18
H -2.273748 -2.122727 3.862738  0.49
C -2.117109 -2.222490 0.657223  -0.26
O -2.543417 -2.517728 -0.641932  -0.73
H -1.622598 -3.064564 1.154887  0.21
H -2.944372 -1.915215 1.347289  0.16
H -1.440952 -1.350329 0.627170  0.16
H -3.390594 -2.110667 -0.757095  0.49

Cartesian forces (eV/Å) of the 3 atoms listed first:
2.749 1.645 0.091
-3.176 -2.983 8.408
-0.390 -2.744 -2.581

[3]
C57H49N5OP2PtS2 | ωB97M-V/def2-TZVPD

Computed properties:
* HOMO level (alpha / beta): -11.7 / -11.8 eV
* ΔE to the lowest compared entry with this formula, charge and spin: 0.913 eV
* E_tot: -4148.51381 Eh
* Kohn-Sham gap (alpha / beta): 6.8 / 5.1 eV
* net charge: +2
* spin multiplicity: 3

Last column: Löwdin charge in e.
Atoms and positions in Å:
Pt 0.232215 -0.701235 -0.575979  0.68
C -0.425784 -0.187717 6.566208  -0.02
C 0.244936 -0.696426 5.286936  -0.42
C 1.449354 -1.587930 5.665251  0.00
C -0.705873 -1.549354 4.454689  -0.09
C -1.634825 -2.410092 5.025241  0.01
C -2.406053 -3.255800 4.245140  -0.04
C -2.297460 -3.224781 2.866634  -0.05
C -1.416184 -2.339509 2.254220  -0.25
P -1.463887 -2.066512 0.435166  0.99
C -3.076665 -1.221044 0.305306  -0.40
C -3.504774 -0.360975 1.311164  -0.08
C -4.740606 0.262614 1.212562  -0.07
C -5.555713 0.022582 0.117118  -0.08
C -5.113479 -0.801838 -0.908914  -0.07
C -3.871085 -1.406136 -0.826123  -0.12
C -1.821839 -3.727958 -0.231902  -0.34
C -0.799131 -4.465571 -0.822007  -0.09
C -1.027609 -5.757406 -1.271099  -0.06
C -2.284645 -6.324422 -1.138988  -0.05
C -3.315946 -5.590564 -0.569129  -0.05
C -3.092679 -4.298792 -0.122122  -0.11
C -0.601735 -1.549985 3.068076  -0.21
O 0.309990 -0.771073 2.416148  -0.06
C 0.828648 0.311450 3.056687  -0.20
C 1.431394 1.259560 2.234971  -0.26
C 2.012715 2.385604 2.810645  -0.07
C 1.927116 2.570394 4.178099  -0.04
C 1.314993 1.613529 4.976336  0.01
C 0.774075 0.452160 4.438744  -0.08
P 1.579271 0.955609 0.446444  1.00
C 1.313698 2.568574 -0.325236  -0.37
C 0.483088 3.515345 0.275834  -0.12
C 0.194725 4.701513 -0.379192  -0.07
C 0.720540 4.950359 -1.640767  -0.05
C 1.531080 4.004930 -2.250212  -0.05
C 1.810973 2.811609 -1.603745  -0.12
C 3.351629 0.552379 0.337032  -0.33
C 3.709477 -0.655050 0.942502  -0.11
C 5.018394 -1.099073 0.908440  -0.06
C 5.988435 -0.338185 0.266331  -0.06
C 5.646362 0.876094 -0.307575  -0.06
C 4.333846 1.329856 -0.267794  -0.07
H -0.756246 -1.019426 7.184454  0.08
H -1.285666 0.442523 6.336371  0.11
H 0.278097 0.383203 7.168201  0.08
H 1.108781 -2.442323 6.251610  0.10
H 2.170628 -1.020767 6.255285  0.10
H 1.950364 -1.962709 4.770611  0.09
H -1.756558 -2.438680 6.098602  0.12
H -3.106043 -3.933560 4.714390  0.12
H -2.902866 -3.886648 2.267473  0.10
H -2.882167 -0.199243 2.183932  0.11
H -5.074466 0.922666 2.003576  0.11
H -6.535803 0.481105 0.066322  0.11
H -5.729879 -0.974325 -1.781232  0.11
H -3.526382 -2.042731 -1.630559  0.12
H 0.177862 -4.021241 -0.945374  0.06
H -0.223383 -6.317548 -1.729773  0.11
H -2.468741 -7.330500 -1.490982  0.12
H -4.304000 -6.020693 -0.472615  0.12
H -3.914012 -3.733936 0.295075  0.11
H 2.520162 3.111558 2.187606  0.12
H 2.352859 3.455270 4.631254  0.12
H 1.288482 1.776363 6.044429  0.12
H 0.085608 3.327288 1.266750  0.11
H -0.425514 5.447024 0.104222  0.11
H 0.505612 5.883378 -2.144933  0.12
H 1.946318 4.196174 -3.230808  0.11
H 2.426636 2.066376 -2.092002  0.08
H 2.945050 -1.234078 1.449439  0.09
H 5.289924 -2.028322 1.392829  0.11
H 7.012186 -0.686079 0.227960  0.11
H 6.406027 1.487088 -0.777264  0.11
H 4.095612 2.295927 -0.691292  0.10
N 3.372095 -0.536362 -3.820725  0.14
C 3.333393 0.591968 -4.660797  -0.24
C 4.478000 1.018899 -5.313325  -0.01
C 4.421835 2.103009 -6.179477  -0.06
C 3.230273 2.780847 -6.368142  -0.06
C 2.092244 2.381897 -5.675717  -0.10
C 2.142571 1.281353 -4.839823  -0.44
S 0.654611 0.746401 -4.023203  0.95
N 1.205007 -0.381557 -2.901044  -0.32
C 2.378918 -0.914717 -2.979886  -0.36
C 2.675398 -2.084571 -2.117633  -0.19
C 3.608926 -3.042521 -2.499724  0.02
C 3.860669 -4.116230 -1.661737  -0.01
C 3.166706 -4.211318 -0.468390  -0.02
C 2.221186 -3.241874 -0.183046  -0.16
N 1.975200 -2.214094 -0.990655  -0.01
H 4.253548 -1.015747 -3.757115  0.13
H 5.418050 0.502833 -5.152270  0.12
H 5.313156 2.410532 -6.708249  0.11
H 3.178942 3.615864 -7.053096  0.11
H 1.155289 2.911513 -5.801842  0.12
H 4.112850 -2.978914 -3.454214  0.12
H 4.581781 -4.871162 -1.944173  0.13
H 3.343708 -5.023178 0.222637  0.12
H 1.638291 -3.284869 0.729633  0.12
C -3.863320 4.856896 0.420702  0.01
C -3.939593 3.778156 -0.604804  -0.25
C -4.955518 3.646647 -1.508694  0.05
C -4.857021 2.640179 -2.491188  -0.28
N -3.824868 1.811455 -2.526812  0.12
C -2.855572 1.913565 -1.622524  -0.72
S -1.497801 0.911484 -1.729713  0.64
N -2.913247 2.899196 -0.673763  0.14
C -5.903717 2.463760 -3.533047  0.00
H -4.797165 5.409789 0.463066  0.09
H -3.065159 5.554031 0.156465  0.09
H -3.645466 4.448297 1.408558  0.10
H -5.797586 4.322166 -1.487640  0.13
H -2.120858 2.993647 -0.051576  0.13
H -6.585902 3.309460 -3.571393  0.09
H -6.477453 1.559151 -3.317431  0.09
H -5.431869 2.314255 -4.502889  0.10

Cartesian forces (eV/Å) of the 3 atoms listed first:
0.063 0.075 -1.279
0.001 -0.018 -0.127
0.121 -0.104 0.079

[4]
C21H39N3O9 | ωB97M-V/def2-TZVPD

Computed properties:
* HOMO level: -9.4 eV
* ΔE to the lowest compared entry with this formula, charge and spin: 0.000 eV
* E_tot: -1664.93801 Eh
* Kohn-Sham gap: 9.7 eV
* net charge: 0

Last column: Löwdin charge in e.
Atoms and positions in Å:
O 9.157146 21.046500 1.042588  0.08
C 8.032966 20.560731 1.161419  -0.47
C 7.566061 19.241965 0.490663  -0.05
C 6.117522 19.338638 0.857138  -0.19
C 5.846892 20.501422 1.786703  -0.14
O 7.067405 21.232919 1.749880  0.04
H 7.822760 19.222513 -0.568494  0.13
H 7.869746 18.298412 0.944078  0.12
H 5.416894 19.446401 0.029122  0.12
H 5.765077 18.473904 1.419390  0.11
H 5.034024 21.122070 1.409694  0.13
H 5.768816 20.187933 2.827719  0.13
O 2.909457 25.021735 -4.309423  0.05
C 4.177276 25.044273 -4.322018  -0.43
C 5.079247 26.157530 -4.839087  -0.07
C 6.457489 25.545415 -4.434057  -0.13
C 6.111332 24.481757 -3.358464  -0.17
O 4.808967 24.085346 -3.652456  0.04
H 4.939553 26.480669 -5.870668  0.12
H 4.878437 27.037436 -4.227901  0.12
H 6.790230 25.137829 -5.388665  0.11
H 7.179222 26.343334 -4.259321  0.11
H 6.749976 23.606383 -3.476636  0.12
H 6.321561 24.773536 -2.329496  0.13
O 0.107631 17.059645 0.113374  0.03
C 0.214484 15.894659 -0.436125  -0.31
C -0.548872 14.588930 -0.088107  -0.07
C -0.307231 13.902928 -1.392107  -0.20
C 1.041640 14.299139 -1.934000  -0.20
O 1.213940 15.581608 -1.402929  -0.01
H -0.220157 14.158674 0.857900  0.13
H -1.553759 14.984527 0.059575  0.12
H -0.178398 12.828430 -1.261882  0.11
H -1.091545 13.941076 -2.148086  0.12
H 1.829967 13.619345 -1.610711  0.13
H 0.927696 14.321576 -3.017797  0.13
C 14.155121 17.692931 -0.718637  -0.09
N 14.992140 18.240809 -1.732915  -0.02
C 16.369444 18.271556 -1.761895  -0.51
C 17.076876 19.080495 -2.848118  -0.01
O 17.094205 17.710950 -0.920777  0.01
H 14.191781 18.372739 0.132609  0.09
H 14.593121 16.761584 -0.359677  0.08
H 13.163802 17.396294 -1.061285  0.09
H 14.535465 18.513424 -2.591536  0.13
H 17.808523 19.612467 -2.240005  0.08
H 16.544308 19.910076 -3.313157  0.07
H 17.634873 18.455095 -3.544984  0.08
C 2.283975 27.980422 0.791593  -0.07
N 3.556821 27.725921 1.453842  -0.01
C 4.751940 28.385932 1.371303  -0.48
C 5.796256 27.774176 2.272137  -0.01
O 5.016222 29.349050 0.550693  -0.03
H 2.367749 28.425996 -0.199638  0.09
H 1.480718 28.402502 1.395505  0.08
H 1.943672 26.987899 0.496284  0.08
H 3.553695 26.914018 2.054591  0.12
H 5.412794 26.842000 2.686987  0.07
H 6.228606 28.497220 2.963786  0.09
H 6.669659 27.486584 1.686844  0.08
C 8.523770 15.459910 5.761498  -0.09
N 8.654765 14.124578 5.183491  0.00
C 9.468429 13.756093 4.143106  -0.60
C 9.565256 12.309580 3.980942  -0.01
O 9.977089 14.594453 3.451415  0.07
H 8.668427 15.484750 6.841572  0.07
H 7.514851 15.867354 5.696986  0.07
H 9.115994 16.289649 5.375621  0.08
H 8.107881 13.418696 5.655446  0.13
H 10.057629 12.248579 3.010408  0.09
H 8.571044 11.907290 3.786517  0.09
H 10.187670 11.822858 4.731816  0.10

Cartesian forces (eV/Å) of the 3 atoms listed first:
-1.953 -0.989 0.429
4.033 0.329 -1.668
-0.562 0.696 1.271

> Which of these has the highest net charge?

C57H49N5OP2PtS2